The following is a quantum chemistry calculation of a structure of composition C18H26Cl5KN3O2SSbSe2, from OMol25.

```
59
Properties=species:S:1:pos:R:3:mulliken_charge:R:1
K -0.606 0.936 0.136 0.7585
O -1.092 2.214 2.838 -0.5253
C -1.732 1.108 3.471 -0.4090
C -3.235 0.911 3.145 2.5723
C -4.034 1.293 4.410 -1.3397
O -5.427 1.443 4.195 -0.5839
C -3.500 -0.578 2.857 -1.6392
Se -2.539 -1.424 1.349 -0.5833
C -3.675 1.781 1.951 -1.5052
Se -3.959 3.709 2.329 -0.6178
H -1.750 2.941 2.761 0.3134
H -1.612 1.195 4.562 0.2410
H -1.186 0.219 3.145 -0.2016
H -3.619 2.225 4.807 0.4324
H -3.912 0.508 5.165 0.5061
H -5.494 2.278 3.689 0.3096
H -4.573 -0.706 2.711 0.4701
H -3.236 -1.149 3.755 0.3650
H -4.570 1.350 1.509 0.4745
H -2.884 1.739 1.211 0.0119
Cl -0.236 -1.111 -4.655 -0.2444
C -0.165 0.653 -4.406 0.7710
C -0.460 1.171 -3.165 -1.1779
C -0.398 2.544 -3.103 1.1467
Cl -0.819 3.360 -1.568 -0.2980
C -0.030 3.379 -4.156 -0.6050
Cl 0.051 5.101 -3.992 -0.2023
C 0.289 2.791 -5.378 0.5633
Cl 0.766 3.778 -6.721 -0.2378
C 0.215 1.407 -5.515 -0.4325
Cl 0.610 0.683 -7.043 -0.2115
C 3.933 -2.307 -3.076 -1.3908
Sb 3.020 -0.397 -2.669 0.7065
C 4.351 0.042 -1.036 -1.3787
C 4.206 0.642 -4.144 -1.3593
H 5.020 -2.225 -3.020 0.3854
H 3.647 -2.638 -4.075 0.3871
H 3.586 -3.047 -2.354 0.3706
H 5.385 -0.058 -1.369 0.3997
H 4.154 -0.648 -0.216 0.3729
H 4.184 1.056 -0.671 0.3781
H 5.240 0.292 -4.121 0.3943
H 4.184 1.713 -3.942 0.3938
H 3.784 0.473 -5.136 0.3406
C 0.289 -3.008 4.091 -0.7664
C 1.547 -2.837 3.239 -0.5228
C 1.210 -2.525 1.817 0.4480
N 1.443 -1.382 1.271 -0.4815
N 0.899 -1.262 0.018 -0.0911
C 0.256 -2.329 -0.355 0.1119
N -0.384 -2.437 -1.559 -0.3618
S 0.327 -3.612 0.799 -0.1830
H 0.548 -3.098 5.148 0.3703
H -0.269 -3.900 3.799 0.3166
H -0.384 -2.163 3.947 0.0046
H 2.181 -3.728 3.294 0.2986
H 2.143 -1.997 3.598 0.2447
H -0.363 -1.567 -2.086 0.2168
H -1.324 -2.803 -1.486 0.2738
```

Values from the calculation:
E_tot: -9358.46968 Eh
HOMO level: -0.0475 Ha
Net charge: -2
Energy relative to the best compared isomer or geometry (same formula, charge and spin): 0.00 kJ/mol
Frontier orbital gap: 0.1888 Ha


The following is a quantum chemistry calculation of a structure of composition C31H50BN5O4S4SiV, from OMol25.

```
97
Properties=species:S:1:pos:R:3:mulliken_charge:R:1
V 0.477 -1.277 -0.208 0.2432
C -2.760 -3.508 -2.338 -1.9338
C -1.432 -3.167 -1.734 0.8992
N -1.271 -2.045 -1.078 1.8928
N -2.370 -1.235 -0.989 -1.1595
C -2.362 -0.405 -0.023 0.4339
S -1.100 -0.402 1.167 -0.5497
S -3.734 0.672 0.185 -0.0653
C -4.424 -0.133 1.706 -1.3271
C -4.780 -1.564 1.421 0.5448
C -3.906 -2.590 1.768 0.0759
C -4.184 -3.901 1.408 -0.6618
C -5.338 -4.198 0.699 -0.5148
C -6.213 -3.179 0.348 -0.5983
C -5.933 -1.869 0.702 -0.3848
C -0.325 -4.085 -1.945 0.4990
C -0.501 -5.331 -2.556 -0.8131
C 0.572 -6.155 -2.817 -0.9660
C 1.865 -5.739 -2.504 -0.5667
C 2.075 -4.514 -1.909 -0.9513
C 0.987 -3.702 -1.600 0.4777
O 1.152 -2.535 -1.000 -0.1361
H -3.476 -2.720 -2.138 0.3772
H -3.133 -4.440 -1.912 0.4629
H -2.652 -3.643 -3.414 0.4408
H -5.296 0.476 1.938 0.5875
H -3.679 -0.035 2.494 0.4107
H -3.003 -2.364 2.323 0.3185
H -3.487 -4.685 1.679 0.4315
H -5.557 -5.222 0.421 0.4424
H -7.111 -3.403 -0.212 0.4070
H -6.609 -1.072 0.415 0.4038
H -1.495 -5.664 -2.817 0.4273
H 0.415 -7.117 -3.285 0.4288
H 2.709 -6.382 -2.714 0.4535
H 3.068 -4.163 -1.658 0.5285
C 0.250 -3.553 5.814 -1.0694
N 0.067 -3.849 4.404 -0.1825
C 0.313 -2.994 3.411 0.8360
N 0.733 -1.765 3.736 -0.1332
S 0.066 -3.490 1.810 -0.4213
H 0.073 -4.458 6.385 0.3499
H -0.446 -2.782 6.151 0.3338
H 1.272 -3.225 6.015 0.3371
H -0.310 -4.741 4.136 0.2477
H 0.993 -1.536 4.681 0.2556
H 1.075 -1.173 3.003 -0.2180
B 4.362 -1.024 1.791 0.6059
C 2.939 -0.879 1.299 -0.3294
N 1.822 -0.826 0.942 -0.5779
H 4.982 -1.482 0.864 -0.0536
H 4.789 0.035 2.158 -0.0816
H 4.279 -1.799 2.716 -0.1048
C 1.505 2.856 2.438 -1.2443
C 0.407 3.472 1.575 1.6613
C 0.811 4.865 1.099 -1.2688
C -0.902 3.553 2.356 -1.6552
O 0.176 2.597 0.440 0.6879
Si 1.031 2.419 -0.911 -1.8983
S 0.604 0.357 -1.654 -0.0151
O 0.690 3.384 -2.137 0.5404
C -0.451 3.958 -2.807 1.7471
C -1.738 3.303 -2.333 -1.3506
C -0.236 3.724 -4.297 -1.7528
C -0.454 5.449 -2.491 -1.6193
O 2.598 2.428 -0.583 0.9240
C 3.810 2.687 -1.332 1.5799
C 4.916 1.938 -0.602 -1.4760
C 3.667 2.185 -2.764 -1.4361
C 4.050 4.192 -1.302 -1.6007
H 1.628 3.429 3.357 0.5479
H 2.451 2.834 1.898 0.0978
H 1.231 1.830 2.687 0.0720
H 1.213 5.431 1.939 0.4813
H -0.046 5.407 0.697 0.3030
H 1.578 4.799 0.324 0.1468
H -0.853 4.382 3.063 0.4169
H -1.084 2.628 2.901 0.2959
H -1.736 3.721 1.673 0.3247
H -1.751 2.242 -2.594 0.2615
H -2.592 3.788 -2.805 0.5481
H -1.838 3.396 -1.251 0.1714
H -0.260 2.657 -4.522 0.3320
H 0.733 4.119 -4.602 0.3369
H -1.017 4.224 -4.870 0.4671
H -0.691 5.622 -1.441 0.2628
H -1.198 5.960 -3.102 0.4682
H 0.528 5.875 -2.699 0.3094
H 4.673 0.877 -0.540 0.2829
H 5.026 2.325 0.412 0.3032
H 5.862 2.056 -1.130 0.4389
H 3.394 1.128 -2.766 0.2490
H 4.610 2.305 -3.296 0.5370
H 2.890 2.743 -3.286 0.2026
H 4.121 4.538 -0.270 0.2862
H 3.221 4.710 -1.790 0.1582
H 4.976 4.441 -1.820 0.5220
```

Values from the calculation:
E_tot: -4637.08851 Eh
HOMO level (spin up / spin down): -0.3962 / -0.3962 Ha
Net charge: +1
Energy relative to the best compared isomer or geometry (same formula, charge and spin): 34.83 kJ/mol
Frontier orbital gap (spin up / spin down): 0.2136 / 0.2134 Ha


The following is a quantum chemistry calculation of a cluster of 3 separate species, C4H14N3O in total, from OMol25.

```
22
Properties=species:S:1:pos:R:3:mulliken_charge:R:1
C -1.083 -0.960 1.580 -0.4096
C 0.337 -1.357 1.154 -1.0158
C 0.810 -0.591 -0.058 0.6917
C 1.864 0.331 0.054 -0.1940
N 2.290 1.230 -1.093 -0.5173
N 0.059 -0.745 -1.213 -0.5749
N -1.949 -1.488 0.524 -0.5706
H -1.366 -1.221 2.634 0.3448
H -1.219 0.101 1.466 0.3091
H 1.111 -1.302 1.934 0.4607
H 0.271 -2.409 0.800 0.3681
H 2.459 0.394 0.949 0.3984
H -0.754 1.094 -1.243 0.3797
H 3.281 1.346 -1.076 0.3149
H 1.922 2.170 -0.744 0.3400
H 0.704 -0.249 -1.890 0.4065
H -5.877 3.527 1.357 0.0663
H -2.385 -2.361 0.690 0.2490
H -1.372 -1.513 -0.318 0.3055
H -1.106 2.609 -1.589 0.3276
H -5.300 3.665 0.879 -0.0655
O -0.592 2.079 -0.969 -0.6148
```

Values from the calculation:
E_tot: -399.85571 Eh
HOMO level: -0.4663 Ha
Net charge: +1
Energy relative to the best compared isomer or geometry (same formula, charge and spin): 726.81 kJ/mol
Frontier orbital gap: 0.1533 Ha


The following is a quantum chemistry calculation of a structure of composition C28H61I2NaO3PSbSi3, from OMol25.

```
100
Properties=species:S:1:pos:R:3:mulliken_charge:R:1
Na -1.327 -0.068 1.482 0.5608
O 0.309 -0.775 0.179 0.1042
P 1.143 -1.822 -0.552 -1.3704
C 0.425 -1.706 -2.282 1.0550
C -1.074 -1.918 -2.158 -0.7930
C -1.818 -1.502 -3.439 -0.5648
C -0.987 -1.675 -4.737 -0.6219
C -0.068 -2.824 -4.500 -1.1497
C 1.066 -2.419 -3.502 -0.6486
C 0.870 -3.580 0.087 0.7668
C 1.125 -3.577 1.614 -0.6616
C 0.579 -4.889 2.170 -1.0891
C 1.016 -6.223 1.387 -0.7940
C 1.975 -5.895 0.313 -0.9122
C 1.440 -4.762 -0.636 -0.9314
C 2.875 -1.206 -0.554 0.7347
C 3.361 -0.826 0.804 -0.0555
C 4.821 -0.575 0.749 -1.1753
C 5.618 -1.870 0.485 -0.8495
C 4.877 -2.838 -0.365 -0.3222
C 3.883 -2.079 -1.266 -1.1232
H 0.589 -0.610 -2.424 0.2760
H -1.439 -1.268 -1.374 -0.2118
H -1.261 -3.007 -2.008 0.2585
H -2.072 -0.431 -3.339 -0.2195
H -2.676 -2.101 -3.504 0.5086
H -0.368 -0.776 -4.859 0.2989
H -1.732 -1.763 -5.569 0.4308
H 0.298 -3.116 -5.445 0.5739
H -0.614 -3.683 -4.121 0.3319
H 1.798 -1.674 -3.922 0.2805
H 1.742 -3.224 -3.125 0.2573
H -0.245 -3.563 0.015 0.4752
H 0.671 -2.646 2.122 0.1048
H 2.181 -3.559 1.813 0.3339
H -0.491 -4.607 2.193 0.2465
H 0.861 -5.025 3.174 0.5859
H 0.190 -6.797 1.025 0.3899
H 1.539 -6.778 2.174 0.3742
H 2.230 -6.804 -0.214 0.6036
H 2.839 -5.496 0.825 0.1477
H 0.773 -5.128 -1.338 0.5782
H 2.272 -4.515 -1.254 0.2994
H 2.658 -0.361 -1.177 0.5532
H 3.209 -1.689 1.483 0.0110
H 2.752 -0.031 1.272 0.1607
H 5.216 -0.139 1.643 0.4848
H 4.983 0.217 0.004 0.3585
H 5.888 -2.282 1.470 0.4118
H 6.586 -1.567 0.055 0.2661
H 4.328 -3.459 0.358 -0.1597
H 5.479 -3.506 -0.995 0.5119
H 3.374 -2.745 -2.030 0.2436
H 4.534 -1.385 -1.782 0.6516
C -2.065 3.815 4.723 -0.9574
Si -3.008 4.184 3.123 0.5523
C -4.654 3.337 3.082 -1.1582
C -3.190 6.045 2.763 -1.0432
Sb -1.664 2.967 1.325 -0.4285
Si -2.481 3.384 -1.166 0.4712
C -1.972 1.879 -2.151 -0.5062
C -1.730 5.090 -1.786 -0.9887
C -4.358 3.485 -1.189 -0.9934
Si 0.733 3.671 1.130 0.4199
C 1.419 5.381 0.716 -1.2881
C 1.410 2.560 -0.176 -0.2109
C 1.592 3.257 2.701 -0.9973
H -2.424 4.575 5.464 0.3480
H -1.032 4.063 4.579 0.2445
H -2.309 2.813 5.109 0.2726
H -5.298 3.479 3.927 0.4366
H -4.443 2.243 3.059 0.2423
H -5.267 3.666 2.309 0.3988
H -3.661 6.434 3.768 0.2802
H -3.765 6.273 1.869 0.3195
H -2.217 6.455 2.630 0.3063
H -0.940 1.499 -2.089 0.0345
H -2.173 2.128 -3.193 0.5856
H -2.656 0.994 -1.899 -0.1691
H -0.571 5.001 -1.766 0.1630
H -1.915 5.899 -1.088 0.3007
H -2.044 5.300 -2.830 0.3693
H -4.772 3.027 -2.108 0.3673
H -4.766 4.489 -1.184 0.3335
H -4.776 2.928 -0.359 0.1578
H 2.417 5.424 1.191 0.3147
H 0.847 6.227 1.085 0.3679
H 1.562 5.583 -0.320 0.4048
H 1.134 2.912 -1.135 0.5377
H 1.053 1.526 -0.162 -0.5408
H 2.492 2.670 -0.036 0.3467
H 1.292 4.029 3.459 0.2646
H 2.708 3.234 2.590 0.4119
H 1.349 2.218 3.074 0.1974
O -2.253 -2.127 2.319 -0.5895
C -3.307 -1.896 1.707 -0.1901
O -3.326 -1.177 0.627 -0.2859
H -4.185 -2.398 2.029 0.4456
I -5.311 -0.419 -0.565 0.2081
I -7.677 0.420 -1.581 -0.3329
```

Values from the calculation:
E_tot: -3537.13744 Eh
HOMO level: -0.2938 Ha
Net charge: 0
Energy relative to the best compared isomer or geometry (same formula, charge and spin): 0.00 kJ/mol
Frontier orbital gap: 0.3005 Ha